{
  "formula": "C14H26ClF2IN5O9P2S",
  "method": "ωB97M-V/def2-TZVPD",
  "symbols": ["O", "C", "Cl", "C", "C", "N", "C", "N", "C", "C", "C", "I", "N", "C", "S", "N", "F", "N", "F", "H", "H", "H", "H", "H", "H", "H", "H", "C", "O", "P", "O", "O", "C", "O", "C", "H", "H", "H", "H", "H", "H", "H", "H", "H", "C", "O", "P", "O", "O", "C", "O", "C", "H", "H", "H", "H", "H", "H", "H", "H", "H"],
  "xyz": [[-1.324226, 3.590073, 7.738103], [-1.697106, 4.107723, 6.534100], [-3.220761, 3.494461, 5.675923], [-0.780707, 5.313531, 5.905469], [-0.539119, 5.233619, 4.286328], [-0.513941, 4.082502, 3.305893], [-0.288505, 4.669500, 1.917524], [-0.220115, 4.083300, 0.677640], [-0.028134, 4.805122, -0.637658], [1.474920, 5.407078, -0.890996], [2.704590, 4.370180, -0.567061], [3.432255, 4.651339, 1.517584], [-0.400345, 2.684719, 0.592022], [0.701649, 2.026657, 1.104103], [1.672326, 1.049860, 2.159536], [-0.159354, 6.144709, 2.235516], [0.027013, 7.230725, 1.425449], [-0.296129, 6.567379, 3.577468], [-0.232499, 7.814042, 4.107826], [-1.317368, 6.339135, 6.166739], [0.240077, 5.315459, 6.510184], [-0.359219, 4.111316, -1.528351], [-0.776128, 5.730681, -0.628109], [1.702751, 6.417818, -0.330376], [1.533963, 5.671811, -2.053202], [2.488486, 3.247824, -0.829450], [3.623053, 4.714499, -1.247459], [-1.726146, -0.606714, 2.515808], [-1.206077, -1.396468, 1.468196], [-2.016388, -2.715920, 1.023441], [-3.342313, -2.934797, 1.680680], [-0.951937, -3.904213, 1.251502], [-0.567100, -4.184722, 2.579331], [-2.062420, -2.591303, -0.578605], [-2.725868, -3.638017, -1.255625], [-1.190722, -0.836618, 3.440722], [-1.567697, 0.445603, 2.269167], [-2.796906, -0.763153, 2.665934], [-1.378925, -3.980408, 3.282599], [0.303333, -3.576515, 2.835325], [-0.297087, -5.241614, 2.651152], [-3.787803, -3.632317, -0.995394], [-2.285192, -4.602040, -0.991130], [-2.622461, -3.483259, -2.330951], [0.285310, -3.689013, -2.579993], [0.248627, -4.733225, -3.528650], [1.555090, -4.997719, -4.433395], [2.767216, -4.185077, -4.104288], [1.012392, -4.810667, -5.939249], [0.599915, -3.517854, -6.324494], [1.753174, -6.589594, -4.329015], [2.849745, -7.118640, -5.044394], [-0.232939, -2.815737, -2.984721], [-0.234358, -4.020556, -1.678142], [1.304830, -3.411568, -2.302247], [1.173086, -2.744268, -5.806392], [-0.462783, -3.400249, -6.101011], [0.752185, -3.406691, -7.401314], [3.784564, -6.743682, -4.618977], [2.785685, -6.841380, -6.099152], [2.832544, -8.206664, -4.961461]],
  "forces_ev_per_angstrom": [[-2.7729, 3.7674, -8.7794], [2.3428, -2.8283, 6.5614], [2.4037, 1.1536, 1.1181], [-0.2447, -0.1885, -0.0978], [0.4693, 0.9463, -3.0264], [0.4340, 5.7810, -0.1304], [-0.1996, 2.8041, 4.1542], [0.0540, 1.8170, 1.5293], [-0.3261, 2.1790, -0.9107], [0.5728, -0.1719, -0.6424], [0.3434, 0.6856, -1.9205], [-0.5098, -0.3070, -1.1361], [5.4514, -2.9050, 2.2687], [-1.7436, -1.0803, 2.6782], [-3.5827, 3.7164, -4.4889], [0.1109, -0.5211, -1.4623], [-0.0963, -1.0546, -0.0044], [-1.1502, -7.7535, 1.9724], [0.0367, -1.3096, -1.5413], [1.0003, -2.1628, -0.8214], [-2.1172, -0.2506, -1.5141], [0.7223, 1.0862, 2.2342], [1.5250, -2.0023, -0.0939], [-0.7484, -2.1378, -0.9935], [-0.2624, -0.6686, 2.4914], [0.3208, 2.2049, 0.8269], [-2.0265, -0.8560, 1.7007], [-0.3209, 0.6979, 0.7093], [-0.4151, -1.0203, -0.8498], [-0.9750, -0.6009, 0.1264], [1.9223, 0.5383, -0.7235], [-0.8210, 0.8398, -1.0538], [0.2809, -0.2186, 0.8110], [0.7876, 0.6606, 1.5799], [-0.7776, -0.7672, -0.4506], [-0.0819, 0.0197, -0.0321], [0.0551, -0.0946, -0.0453], [0.1405, -0.1337, -0.0494], [0.0249, -0.0612, -0.0412], [-0.0234, -0.0362, 0.0539], [-0.0780, 0.2015, -0.1084], [0.1215, -0.0776, -0.0196], [-0.1069, 0.0004, -0.0702], [0.0879, 0.1000, 0.1976], [-0.0776, 0.6232, 0.9045], [1.0771, -0.7060, -0.9409], [0.7879, 0.0527, 0.0416], [-1.7295, -0.8635, -0.3090], [0.5729, -0.8556, 0.9546], [-0.2724, 0.6793, -0.2504], [-1.0825, 1.4961, 0.2531], [0.9018, -0.3312, -0.4390], [0.0513, -0.0195, 0.0586], [0.1267, -0.0055, -0.2215], [-0.0615, -0.0616, -0.1827], [0.0076, -0.0309, -0.0564], [0.0310, 0.0616, -0.0174], [0.0091, -0.1115, 0.1987], [-0.0610, -0.0377, -0.1187], [0.0622, -0.0596, 0.0384], [-0.1712, 0.1782, 0.0804]],
  "nbo_charge": [-0.464, 0.503, 0.016, -0.566, 0.440, -0.427, 0.604, -0.271, -0.249, -0.460, -0.551, 0.077, -0.345, 0.248, 0.242, 0.130, -0.138, 0.142, -0.076, 0.302, 0.319, 0.279, 0.240, 0.241, 0.256, 0.243, 0.264, -0.255, -0.812, 2.544, -1.087, -0.809, -0.259, -0.800, -0.268, 0.179, 0.174, 0.220, 0.196, 0.177, 0.206, 0.205, 0.192, 0.200, -0.254, -0.805, 2.544, -1.100, -0.806, -0.258, -0.790, -0.261, 0.172, 0.191, 0.210, 0.190, 0.181, 0.200, 0.196, 0.188, 0.200],
  "largest_force_ev_per_a": 9.95,
  "gap_ev": 7.23,
  "charge": 1,
  "e_homo_ev": -11.925
}


{
  "formula": "C13H14N3O7RuS6",
  "method": "ωB97M-V/def2-TZVPD",
  "symbols": ["Ru", "C", "C", "S", "C", "C", "S", "C", "C", "S", "H", "H", "H", "H", "H", "H", "H", "H", "H", "H", "H", "H", "S", "C", "S", "S", "O", "N", "O", "C", "C", "C", "C", "O", "C", "C", "N", "O", "O", "N", "O", "O", "H", "H"],
  "xyz": [[-1.063336, -0.399142, -0.029320], [0.251750, -1.856443, 3.058402], [-1.226891, -2.031789, 3.373452], [-2.274178, -1.980132, 1.890990], [-3.560911, -0.807234, 2.372857], [-3.098716, 0.582345, 2.792944], [-2.159631, 1.454117, 1.508205], [-0.672152, 2.019702, 2.383473], [0.109748, 0.976184, 3.171496], [0.718348, -0.378798, 2.128646], [0.599453, -2.663544, 2.410253], [0.834734, -1.893087, 3.979375], [-1.586554, -1.285275, 4.080525], [-1.370670, -3.010537, 3.829457], [-4.140992, -1.257082, 3.179100], [-4.196221, -0.758106, 1.486317], [-2.498390, 0.556498, 3.700320], [-3.977891, 1.191826, 2.996496], [-0.967446, 2.836300, 3.041823], [-0.061947, 2.436207, 1.579238], [-0.469949, 0.556851, 3.992329], [0.980535, 1.466241, 3.605388], [-4.087569, -0.123735, -3.583194], [-2.988911, -0.191943, -2.387893], [-1.879838, 1.070280, -2.010241], [-2.807345, -1.585559, -1.355250], [4.526296, 0.854390, -5.549469], [3.999164, -0.128829, -5.060803], [4.178218, -1.273874, -5.437642], [3.102943, 0.081471, -3.912988], [2.879549, 1.369769, -3.445777], [2.062398, 1.568039, -2.374292], [1.454144, 0.488211, -1.639785], [0.799440, 0.677626, -0.575357], [1.705246, -0.807889, -2.215812], [2.510109, -0.995563, -3.325919], [1.118206, -2.012101, -1.659763], [1.182595, -3.037676, -2.267462], [0.582360, -1.965965, -0.533431], [1.857424, 2.982994, -1.969128], [0.909318, 3.263673, -1.263094], [2.711753, 3.787299, -2.317088], [3.340164, 2.212004, -3.935675], [2.675631, -1.987714, -3.711707]],
  "forces_ev_per_angstrom": [[-0.0236, 0.2497, -0.7040], [0.0353, 0.0913, 0.0062], [-0.0722, -0.0521, -0.0487], [0.0871, -0.0222, -0.0342], [-0.0051, -0.0362, 0.0096], [-0.0155, 0.0419, -0.0567], [0.0386, 0.0079, -0.0365], [-0.0898, -0.0442, 0.0257], [0.0901, -0.0221, -0.0632], [-0.1411, -0.0287, -0.0250], [0.0067, -0.0344, 0.0505], [-0.0127, -0.0643, 0.0078], [0.0574, -0.0275, 0.0108], [0.0111, 0.0048, 0.0929], [-0.0636, 0.0412, -0.0108], [-0.0200, 0.0299, 0.0193], [-0.0626, -0.0199, 0.0133], [-0.0384, -0.0197, 0.0856], [0.0492, 0.0367, 0.0155], [0.0331, 0.0254, 0.0055], [-0.0033, 0.0537, 0.0031], [-0.0178, 0.0355, 0.0710], [-0.0877, -0.0023, -0.0988], [-0.2023, 0.0288, -0.2112], [0.2507, -0.1396, 0.4057], [0.2694, 0.0014, 0.4388], [-0.2038, -0.2090, 0.1253], [0.1831, -0.0072, -0.0149], [-0.1292, 0.2963, 0.1195], [0.2826, 0.1868, -0.3455], [0.1003, 0.0652, -0.2584], [-0.1957, 0.2176, 0.1355], [-0.0476, 0.0416, 0.1263], [-0.0460, 0.0398, -0.0750], [-0.1576, 0.1122, 0.0162], [-0.1764, -0.3478, 0.1199], [0.0689, 0.5601, 0.3434], [0.1395, -0.5757, -0.4611], [-0.0488, 0.0012, 0.0976], [0.4911, 0.0529, 0.6283], [0.0238, -0.1836, -0.3583], [-0.4135, -0.3818, -0.0995], [0.0442, 0.0752, -0.0269], [0.0123, -0.0789, -0.0446]],
  "lowdin_spin": [3.586, 0.007, 0.011, 0.090, 0.006, 0.012, 0.099, 0.011, 0.006, 0.079, 0.000, 0.002, 0.000, 0.002, 0.002, -0.001, 0.000, 0.002, 0.003, 0.000, 0.000, 0.002, 0.164, 0.010, 0.355, 0.320, 0.000, 0.000, 0.001, 0.003, 0.001, 0.005, 0.012, 0.095, 0.004, -0.001, 0.014, 0.051, 0.042, 0.001, 0.000, 0.002, 0.000, 0.000],
  "multiplicity": 6,
  "largest_force_ev_per_a": 0.80,
  "gap_ev": [6.02, 6.03],
  "de_lowest_kcal_mol": 6.0,
  "e_homo_ev": [-7.285, -7.876]
}